Record 1
Entry from the OMol25 dataset: a 6-piece molecular cluster, C16H46N2O6 overall in a non-equilibrium geometry (the ωB97M-V functional and the def2-TZVPD basis).

## Properties
- total energy (eV) = -32598.356
- <S²> = 0.75
- E_HOMO (spin up / spin down) (eV) = 0.71 / -7.11
- M (Da) = 362.552
- orbital gap (spin up / spin down) (Ha) = 0.0778 / 0.3637

The geometry in ORCA input format:
```
! RIJCOSX wB97M-V def2-TZVPD def2/J DEFGRID3
* xyz -1 2
C 3.173 2.449 -1.062
C 2.010 3.464 -1.383
C 0.723 3.312 -0.539
O -0.243 4.295 -0.884
C -1.453 4.267 -0.139
N 2.594 4.817 -1.214
H 4.021 2.517 -1.744
H 2.862 1.405 -1.092
H 3.522 2.727 -0.067
H 1.691 3.286 -2.410
H 1.005 3.222 0.510
H 0.360 2.315 -0.792
H -2.071 4.894 -0.782
H -1.457 4.665 0.876
H -1.844 3.250 -0.109
H 3.352 4.823 -1.882
H 1.862 5.447 -1.510
C 2.680 1.152 3.103
C 2.232 0.011 2.193
C 2.478 -1.376 2.850
O 3.855 -1.777 3.021
C 3.992 -2.950 3.811
N 0.797 0.272 2.013
H 3.747 1.019 3.278
H 2.268 1.050 4.108
H 2.503 2.138 2.672
H 2.821 0.029 1.276
H 2.069 -2.153 2.204
H 1.862 -1.370 3.749
H 5.003 -3.354 3.870
H 3.317 -3.695 3.389
H 3.705 -2.726 4.838
H 0.533 -0.513 1.435
H 0.593 1.022 1.369
C -4.139 1.154 2.234
C -3.914 -0.027 1.367
O -3.178 0.529 0.304
H -3.374 1.318 2.992
H -5.049 1.156 2.834
H -4.113 2.095 1.686
H -4.776 -0.533 0.932
H -3.423 -0.793 1.967
H -3.811 0.844 -0.345
C -2.601 -3.975 1.207
C -3.750 -4.923 1.423
O -3.358 -5.961 2.262
H -1.611 -4.378 0.995
H -2.545 -3.341 2.092
H -2.804 -3.359 0.331
H -3.958 -5.272 0.412
H -4.630 -4.405 1.803
H -4.074 -6.596 2.204
C 0.737 0.543 -5.510
C -0.367 -0.453 -5.850
O -1.694 0.147 -5.702
H 1.703 0.040 -5.547
H 0.556 0.805 -4.467
H 0.750 1.351 -6.242
H -0.188 -1.235 -5.112
H -0.239 -0.895 -6.839
H -2.360 -0.542 -5.757
C 0.526 -0.801 -1.928
C -0.249 -1.218 -0.657
O 0.458 -2.103 0.158
H -0.225 -0.652 -2.704
H 1.250 -1.485 -2.372
H 1.152 0.084 -1.814
H -1.162 -1.766 -0.889
H -0.641 -0.297 -0.224
H 0.539 -2.988 -0.205
*
```


Record 2
Entry from the OMol25 dataset: a 6-piece molecular cluster, C16H46N2O6 overall in a non-equilibrium geometry (the ωB97M-V functional and the def2-TZVPD basis).

## Properties
- total energy (eV) = -32598.050
- E_HOMO (eV) = -9.41
- M (Da) = 362.552
- orbital gap (Ha) = 0.3532
- structure (SMILES) = COC[C@H](C)N.COC[C@H](C)N.CCO.CCO.CCO.CCO

The geometry in ORCA input format:
```
! RIJCOSX wB97M-V def2-TZVPD def2/J DEFGRID3
* xyz 0 1
C -0.046 1.292 1.542
O 1.247 0.881 1.195
C 2.013 1.858 0.572
C 3.381 1.284 0.441
C 4.201 1.522 1.684
N 4.098 1.897 -0.727
H -0.737 0.508 1.850
H -0.486 1.708 0.635
H -0.048 2.081 2.294
H 1.635 2.060 -0.431
H 1.893 2.883 0.924
H 3.341 0.213 0.240
H 5.218 1.226 1.429
H 3.713 0.899 2.433
H 4.154 2.515 2.132
H 5.015 1.589 -0.437
H 3.754 1.279 -1.448
C -1.277 -2.647 -3.764
O -0.318 -2.619 -4.805
C 0.598 -1.517 -4.823
C 1.679 -1.628 -5.867
C 2.364 -3.021 -5.931
N 2.693 -0.584 -5.749
H -1.782 -1.682 -3.812
H -0.931 -2.828 -2.746
H -2.029 -3.416 -3.943
H 0.063 -0.573 -4.924
H 1.217 -1.546 -3.926
H 1.068 -1.416 -6.744
H 2.534 -3.419 -4.930
H 3.400 -3.040 -6.269
H 1.850 -3.873 -6.376
H 2.206 0.242 -5.431
H 3.140 -0.316 -6.614
C 1.730 2.343 7.036
C 1.441 0.910 7.523
O 2.545 0.190 7.046
H 1.082 2.977 7.640
H 1.447 2.421 5.986
H 2.762 2.690 7.083
H 0.521 0.475 7.133
H 1.543 0.790 8.601
H 2.334 -0.091 6.153
C 0.367 7.182 -4.260
C 1.888 6.903 -4.263
O 2.165 5.493 -4.358
H -0.134 6.451 -4.895
H 0.152 8.197 -4.594
H -0.140 6.999 -3.313
H 2.206 7.325 -3.310
H 2.536 7.430 -4.963
H 2.751 5.219 -3.648
C -9.403 -0.228 2.458
C -8.413 -1.401 2.249
O -9.178 -2.601 2.528
H -10.039 -0.255 3.343
H -10.049 -0.439 1.606
H -8.896 0.730 2.349
H -7.732 -1.261 3.088
H -7.917 -1.485 1.282
H -8.518 -3.160 2.944
C -0.146 -5.417 2.642
C -1.241 -6.460 2.766
O -0.812 -7.886 2.679
H 0.682 -5.586 3.331
H -0.604 -4.473 2.938
H 0.171 -5.302 1.606
H -2.104 -6.187 2.157
H -1.693 -6.412 3.756
H -0.128 -7.895 2.006
*
```


Record 3
Entry from the OMol25 dataset: a 9-piece molecular cluster, C16H47Cl4NO8 overall in a non-equilibrium geometry (the ωB97M-V functional and the def2-TZVPD basis).

## Properties
- total energy (eV) = -85309.341
- E_HOMO (eV) = -8.88
- M (Da) = 523.363
- orbital gap (Ha) = 0.3380
- structure (SMILES) = COCCNCCOC.ClCCCl.ClCCCl.CO.CO.CO.CO.CO.CO

The geometry in ORCA input format:
```
! RIJCOSX wB97M-V def2-TZVPD def2/J DEFGRID3
* xyz 0 1
C 0.965 -4.336 -0.342
O 0.706 -3.246 -1.195
C -0.689 -3.050 -1.561
C -0.759 -1.732 -2.324
N -1.990 -1.769 -3.112
C -2.044 -0.648 -4.086
C -3.407 -0.534 -4.698
O -3.495 0.652 -5.455
C -4.793 1.084 -5.764
H 1.380 -5.167 -0.919
H 0.139 -4.592 0.324
H 1.818 -4.044 0.283
H -1.195 -3.121 -0.591
H -0.962 -3.914 -2.174
H 0.167 -1.711 -2.889
H -0.779 -0.977 -1.529
H -2.699 -1.381 -2.470
H -1.247 -0.870 -4.808
H -1.695 0.310 -3.671
H -4.172 -0.474 -3.909
H -3.623 -1.387 -5.353
H -5.394 1.166 -4.853
H -5.238 0.391 -6.489
H -4.732 2.053 -6.255
Cl 1.090 4.597 -1.307
C 0.283 5.434 0.030
C -0.280 4.476 1.072
Cl -1.596 3.448 0.430
H -0.528 6.086 -0.281
H 1.052 6.005 0.549
H -0.841 5.081 1.781
H 0.438 3.778 1.484
Cl -0.556 -0.975 3.137
C 0.242 -1.412 1.584
C 1.459 -0.541 1.299
Cl 0.906 1.133 1.184
H -0.467 -1.347 0.764
H 0.538 -2.456 1.672
H 1.787 -0.843 0.302
H 2.357 -0.631 1.903
C 1.479 0.708 -2.932
O 0.964 0.366 -4.202
H 0.828 1.451 -2.468
H 1.562 -0.194 -2.319
H 2.436 1.223 -3.098
H 1.519 -0.251 -4.678
C 4.166 -1.720 4.663
O 3.473 -0.702 5.336
H 4.243 -1.525 3.588
H 5.166 -1.992 5.005
H 3.601 -2.658 4.711
H 2.607 -0.993 5.626
C -2.132 2.592 4.825
O -1.632 1.382 5.369
H -2.852 2.473 4.012
H -2.571 3.264 5.564
H -1.285 3.168 4.418
H -1.666 0.749 4.645
C -3.205 0.298 0.017
O -3.635 -0.545 -1.057
H -3.239 -0.247 0.960
H -2.163 0.547 -0.188
H -3.745 1.244 -0.018
H -4.558 -0.785 -0.939
C 3.922 -2.717 -1.378
O 3.979 -2.104 -0.114
H 4.869 -2.828 -1.916
H 3.568 -3.759 -1.401
H 3.195 -2.248 -2.040
H 4.833 -2.342 0.258
C 2.211 2.397 4.387
O 2.832 2.426 5.639
H 2.757 2.953 3.617
H 1.993 1.380 4.057
H 1.237 2.906 4.373
H 3.098 1.548 5.919
*
```